1.
Below is a structure of composition C9H22BBeO4P2, with properties calculated with ωB97M-V/def2-TZVPD.

```
! RIJCOSX wB97M-V def2-TZVPD def2/J DEFGRID3
* xyz 1 1
C 2.40263 2.17850 1.78796
C 2.38605 2.49555 0.15549
C 1.83544 1.20873 -0.74103
O 0.40160 0.93044 -0.56328
B 0.06036 -0.45493 -1.03291
P -1.87636 -0.71052 -1.01815
C -2.63647 0.98895 -1.44539
C -3.05934 1.90250 -0.14193
C -2.29615 -1.28026 0.76201
C -3.91681 -1.47425 1.03937
O 0.78215 -0.95049 -2.25796
C 1.85351 -1.96137 -1.96936
C 1.43759 -2.52881 -0.48932
P 2.73425 -2.43623 0.94766
O 1.87449 -2.02258 2.24651
O 0.45801 -1.52377 -0.04930
H 2.88901 3.06605 2.38829
H 3.03668 1.18107 1.91971
H 1.30043 2.05665 2.20830
H 1.76322 3.48523 -0.05084
H 3.51055 2.77697 -0.12445
H 2.15873 1.36271 -1.87666
H 2.44717 0.26263 -0.36176
H -1.87689 1.60876 -2.09448
H -3.59772 0.77490 -2.10258
H -2.18417 1.83385 0.66127
H -4.06914 1.54632 0.33992
H -3.20375 3.03587 -0.44716
H -1.84946 -0.48604 1.53240
H -1.79713 -2.31610 1.05969
H -4.51388 -0.46017 1.06697
H -4.37405 -2.26428 0.29694
H -4.00027 -1.92054 2.14259
H 2.03462 -2.72334 -2.85188
H 2.85531 -1.37184 -1.82263
H 1.12303 -3.64828 -0.62023
H 3.29985 -3.73832 1.26998
H 3.72078 -1.40197 0.76550
Be -1.11388 2.97843 -0.52926
*
```

Kohn-Sham gap in eV: 3.50

2.
Below is a cluster of 2 separate species, C9H22BN3O6S in total, with properties calculated with ωB97M-V/def2-TZVPD.

```
! RIJCOSX wB97M-V def2-TZVPD def2/J DEFGRID3
* xyz 0 1
C -1.67742 3.36249 3.76643
C -3.12603 2.79683 3.17642
O -4.04325 2.48944 4.13408
O -3.38979 2.59359 1.71270
C -2.20106 1.86527 1.24128
C -2.43905 1.07695 -0.21108
C -0.99242 0.48264 -0.80501
N -0.04074 0.48102 0.36883
C 0.72626 -0.81090 0.51727
N 2.26149 -0.72859 0.43214
C 2.77287 -1.25809 -0.88882
C 3.85461 -0.10956 -1.44425
C 2.97277 1.17206 -2.04669
S 4.19002 2.09803 -3.18933
N 0.20864 -2.05593 0.77402
O -1.11679 -2.23152 0.90995
B -1.38856 -3.46147 0.08425
O -1.47400 -4.76454 0.79598
O -1.52041 -3.42859 -1.38917
H -1.81048 4.20602 4.58232
H -1.07408 2.47536 4.28847
H -0.97230 3.77813 2.92965
H -1.35906 2.67406 1.05563
H -1.91649 1.10347 2.11591
H -2.85446 1.84776 -0.98802
H -3.25107 0.22480 -0.09480
H -1.24305 -0.58516 -1.21659
H -0.67811 1.22045 -1.68469
H 0.69258 1.21107 0.11981
H 2.59899 0.23488 0.64694
H 1.94520 -1.51454 -1.67513
H 3.40560 -2.23575 -0.63556
H 4.48776 0.35951 -0.54814
H 4.62223 -0.53945 -2.21576
H 2.02827 0.79423 -2.63259
H 2.59594 1.87235 -1.18248
H 3.53937 3.17895 -3.80651
H 0.82510 -2.89962 0.88409
H -0.50733 -4.96290 1.05250
H -0.57514 -3.42684 -1.77774
O -2.07046 -4.22736 -4.04234
H -2.00613 -4.35854 -3.11397
*
```

Kohn-Sham gap in eV: 2.69
Energy above the lowest of the compared OMol25 structures with the same formula, charge and spin in kJ/mol: 1162.7

3.
Below is a structure of composition C9H22Br2ClGaOP, with properties calculated with ωB97M-V/def2-TZVPD.

```
! RIJCOSX wB97M-V def2-TZVPD def2/J DEFGRID3
* xyz -1 1
C 3.98919 1.19285 3.09729
C 3.62968 0.35270 1.89183
Br 4.85529 0.85579 0.40649
C 2.19919 0.44351 1.46580
Br 1.57653 2.32330 1.41271
Ga 0.93419 -0.70985 2.60496
P -0.54017 0.72197 3.81607
O -1.60248 1.18200 2.60736
Cl -1.72947 -0.55928 4.98685
H 4.23902 2.18360 2.75430
H 4.84012 0.78033 3.61463
H 3.13320 1.29108 3.74980
H 3.80644 -0.68284 2.13096
H 2.12018 0.09712 0.44693
H 1.74951 -1.66644 3.60819
H 0.11106 -1.66830 1.60281
H -1.52289 2.14032 2.48522
C -1.48196 1.93872 -1.49056
C -1.27281 0.54313 -0.91038
C -0.45781 -0.37599 -1.81575
C -1.09004 -0.67322 -3.17721
C -2.48338 -1.29623 -3.11171
C -2.50644 -2.65366 -2.41480
H -2.04614 1.91178 -2.42641
H -2.03868 2.56457 -0.79074
H -0.52292 2.42443 -1.68410
H -2.24119 0.09078 -0.68026
H -0.75106 0.63362 0.04364
H -0.27207 -1.31338 -1.28481
H 0.52715 0.07299 -1.98209
H -0.42630 -1.34681 -3.73038
H -1.14172 0.24718 -3.76708
H -2.85800 -1.41675 -4.13320
H -3.17693 -0.61598 -2.61061
H -1.84998 -3.36260 -2.92436
H -3.51500 -3.07158 -2.41516
H -2.18331 -2.57884 -1.37623
*
```

Kohn-Sham gap in eV: 6.95

4.
Below is a structure of composition C9H22N2O2S, with properties calculated with ωB97M-V/def2-TZVPD.

```
! RIJCOSX wB97M-V def2-TZVPD def2/J DEFGRID3
* xyz 0 1
C 0.01391 -2.27775 -1.36117
C 0.72476 -0.14755 -2.47802
C 2.34245 -1.69276 -1.22076
C -0.36535 2.27753 0.08463
C -2.00707 0.42830 -0.49735
C -2.65413 1.37950 2.61276
C 0.70934 -0.32579 0.09427
C 0.87748 -1.04142 -1.25304
C -0.79335 0.83297 0.24962
N 2.40925 0.27489 1.70453
N 1.77303 0.51313 0.46881
O -1.39609 -0.85500 2.20775
O 0.00838 0.93394 2.77012
S -1.12908 0.54576 2.00178
H 0.19606 -2.95825 -0.47017
H 0.06842 -2.88949 -2.39082
H -0.98546 -1.87133 -1.16123
H 1.37393 0.68348 -2.33194
H 1.11805 -0.71634 -3.35018
H -0.22119 0.28958 -2.76945
H 2.63202 -2.25279 -2.15985
H 2.11819 -2.42539 -0.42384
H 3.24101 -1.05655 -0.99642
H -1.25531 2.88224 0.36358
H 0.51043 2.29762 0.68883
H -0.15253 2.23884 -0.94832
H -2.46635 -0.41633 -0.01031
H -1.84438 0.06841 -1.49227
H -2.87629 1.17803 -0.58605
H -2.85692 1.32802 3.63874
H -2.84884 2.33473 2.19735
H -3.34551 0.71352 2.11958
H 0.46287 -1.10753 0.87383
H 1.75002 0.71058 2.35170
H 2.47426 -0.75117 1.74850
H 2.39398 0.87435 -0.27521
*
```

Kohn-Sham gap in eV: 9.03
Energy above the lowest of the compared OMol25 structures with the same formula, charge and spin in kJ/mol: 316.9

5.
Below is a structure of composition C9H22N2O7PS2, with properties calculated with ωB97M-V/def2-TZVPD.

```
! RIJCOSX wB97M-V def2-TZVPD def2/J DEFGRID3
* xyz 1 1
N 6.16876 1.75441 -2.90428
C 5.52694 2.39924 -3.56186
O 4.61704 2.90098 -4.41498
O 4.19817 4.13824 -3.90668
S 2.82484 3.78033 -2.96340
O 2.70106 4.93206 -2.11291
O 1.51154 3.82982 -4.00807
P 0.57614 2.44269 -3.99513
O 1.21852 1.21814 -3.11454
O -0.88338 2.90092 -3.35288
S 0.26055 1.85857 -5.79596
H 0.66321 1.00291 -2.34372
H -0.66215 3.35511 -2.51275
C -0.87924 1.04077 0.60484
C -0.32340 0.03871 1.59997
N -1.37494 -0.76814 2.34445
C -2.22431 0.19816 3.14562
C -0.70377 -1.65467 3.39056
C 0.19690 -2.76360 2.87717
C -2.34319 -1.52378 1.43283
C -1.75390 -2.45862 0.38131
O -0.94447 -1.75598 -0.54053
C 0.12626 -2.52773 -1.08362
H -1.46528 1.82123 1.09004
H -0.04615 1.53385 0.10138
H -1.49594 0.57882 -0.16358
H 0.25273 0.56710 2.36302
H 0.35301 -0.65441 1.11204
H -1.56686 0.79682 3.77247
H -2.91143 -0.38021 3.76024
H -2.78857 0.83091 2.46655
H -1.50544 -2.08378 3.99375
H -0.12591 -0.97978 4.02146
H -0.37524 -3.64967 2.61356
H 0.86222 -3.07627 3.68255
H 0.82513 -2.46772 2.03770
H -2.93866 -0.76148 0.93129
H -3.00002 -2.08897 2.09627
H -2.59296 -2.89138 -0.17683
H -1.22226 -3.29339 0.83197
H -0.04478 -3.60163 -0.99417
H 1.05547 -2.26346 -0.56777
H 0.23376 -2.27509 -2.13735
*
```

Kohn-Sham gap in eV: 8.42
Energy above the lowest of the compared OMol25 structures with the same formula, charge and spin in kJ/mol: 101.2

6.
Below is a cluster of 2 separate species, C9H22NO4S in total, with properties calculated with ωB97M-V/def2-TZVPD.

```
! RIJCOSX wB97M-V def2-TZVPD def2/J DEFGRID3
* xyz -1 1
C -1.76650 0.11101 0.32084
C -1.23962 -1.39769 0.68799
C -2.17969 -2.61406 0.06884
C -1.86821 -4.08154 0.77356
C -0.31366 -4.27864 1.25489
S -0.04901 -5.94494 2.15237
O 1.22323 -6.55987 1.51927
O -1.33898 -6.77598 1.94559
O 0.22085 -5.59645 3.83446
H -1.24123 0.40824 -0.70658
H -1.29525 0.80446 1.17062
H -1.17981 -1.61646 1.85898
H -0.12308 -1.56199 0.29867
H -3.30593 -2.29645 0.30553
H -2.09467 -2.63751 -1.11319
H -2.53970 -4.16378 1.75532
H -2.17958 -4.90490 -0.02945
H 0.43205 -4.16951 0.33021
H 0.05958 -3.46430 2.03814
H 0.64753 -4.69519 3.93756
C 2.19086 4.43395 -2.46840
C 0.74362 3.95673 -2.36543
C 0.09383 4.24918 -0.99326
O 0.51175 3.37172 0.05634
C 1.75576 3.71518 0.64736
N 0.69054 2.52434 -2.69223
H 2.89135 3.77928 -1.94380
H 2.50830 4.46164 -3.51820
H 2.30007 5.44630 -2.06372
H 0.16845 4.50389 -3.12461
H -0.98749 4.09242 -1.09370
H 0.22780 5.29686 -0.69883
H 1.91120 4.79836 0.68636
H 2.57113 3.23179 0.10705
H 1.76638 3.32830 1.66950
H -0.28752 2.23117 -2.71625
H 1.07562 2.01443 -1.89176
*
```

Kohn-Sham gap in eV: 4.09
Energy above the lowest of the compared OMol25 structures with the same formula, charge and spin in kJ/mol: 328.7

no.,HOMO level (eV)
1,-11.4
2,-4.9
3,-4.1
4,-8.4
5,-11.2
6,-1.7